*one*
Below is 2 unconnected molecules or ions with the total composition C8H14O2, with properties calculated with the ωB97M-V functional and the def2-TZVPD basis.

Properties
HOMO-LUMO gap	8.917	eV
lowest unoccupied orbital energy	-0.11	eV
total charge	0

Each line ends with the Löwdin charge.
Cartesian coordinates (Å):
O 2.184 -1.817 -0.298  0.091
O 0.801 0.593 1.836  -0.027
C -2.599 -0.413 -0.524  -0.074
C 3.231 0.167 0.532  -0.006
C 2.108 -0.826 0.396  -0.380
C 0.837 -0.499 1.174  -0.393
C -0.411 0.167 -1.671  -0.053
C -1.253 0.261 -0.421  -0.407
C -1.172 1.484 0.327  -0.069
C -0.325 -1.211 0.864  0.043
H -0.921 0.696 -2.483  0.094
H -0.223 -2.106 0.264  0.094
H 4.090 -0.161 -0.047  0.085
H 3.494 0.279 1.585  0.091
H -2.010 1.698 0.984  0.090
H -3.133 -0.394 0.425  0.084
H -0.261 -0.865 -1.983  0.088
H 2.901 1.152 0.195  0.089
H -2.512 -1.445 -0.862  0.083
H -3.206 0.131 -1.256  0.094
H 0.565 0.630 -1.533  0.085
H -0.829 2.352 -0.233  0.094
H -0.232 1.311 1.140  0.103
H -1.124 -1.182 1.592  0.100

***

*two*
Below is 2 unconnected molecules or ions with the total composition C8H14O2, with properties calculated with the ωB97M-V functional and the def2-TZVPD basis.

Properties
HOMO-LUMO gap	9.811	eV
lowest unoccupied orbital energy	0.43	eV
structure (SMILES)	O=C[C@H]1C[C@@H](C2CC2)C1.O
total charge	0

Each line ends with the Löwdin charge.
Cartesian coordinates (Å):
O 1.079 -2.852 -1.667  -0.150
O -0.995 -3.804 -0.117  -0.065
C -0.541 -2.933 0.684  -0.240
C -0.486 -1.505 0.298  -0.259
C 0.433 -0.523 1.064  -0.095
C -0.309 0.641 0.366  -0.286
C 0.481 1.833 -0.090  -0.286
C -0.223 3.117 -0.436  -0.119
C 0.621 3.032 0.808  -0.119
C -0.823 -0.371 -0.684  -0.081
H -1.571 -1.639 0.917  0.211
H 0.406 -3.260 1.164  0.155
H 1.576 3.558 0.820  0.100
H 1.061 -2.267 -2.429  0.016
H 1.469 -0.611 0.707  0.127
H 0.155 3.700 -1.277  0.099
H -1.867 -0.304 -1.017  0.119
H -0.164 -0.381 -1.565  0.111
H -1.147 0.977 0.996  0.151
H 1.356 1.586 -0.700  0.144
H -1.308 3.144 -0.314  0.104
H 0.435 -0.552 2.160  0.116
H 0.107 3.002 1.771  0.104
H 0.254 -3.590 -1.460  0.144

***

Relative energy of each structure, in eV: *one* 0.000; *two* 2.525.

***

*one*
Below is 2 unconnected molecules or ions with the total composition C4H10NS, with properties calculated with the ωB97M-V functional and the def2-TZVPD basis.

Properties
HOMO-LUMO gap	8.406	eV
lowest unoccupied orbital energy	-4.03	eV
total charge	+1

Each line ends with the Löwdin charge.
Cartesian coordinates (Å):
S 1.943 1.582 -1.274  0.973
N -0.100 -0.146 2.249  0.185
C 0.293 1.052 -0.798  -0.424
C 0.747 0.442 -2.103  -0.369
C -1.572 -0.893 0.481  -0.064
C -0.277 -0.764 1.095  -0.144
H -1.440 -1.019 -0.495  0.034
H 0.426 -1.532 0.784  0.149
H 0.783 -0.354 2.720  0.142
H 2.989 0.749 -0.859  -0.015
H -0.185 1.911 -1.077  -0.007
H -2.262 -1.690 0.938  0.154
H -0.694 0.430 2.824  0.148
H 0.485 0.879 -3.062  0.074
H -2.121 -0.028 0.720  0.085
H 0.983 -0.618 -2.144  0.078

***

*two*
Below is a gas-phase ion, C4H10NS (charge +1), with properties calculated with the ωB97M-V functional and the def2-TZVPD basis.

Properties
HOMO-LUMO gap	10.394	eV
lowest unoccupied orbital energy	-3.73	eV
structure (SMILES)	CC[N@H+]1C[C@@H]1S
total charge	+1

Each line ends with the Löwdin charge.
Cartesian coordinates (Å):
S 0.828 -3.093 0.119  0.682
N -0.136 -0.335 -0.046  -0.101
C -0.331 -0.703 -1.445  -0.066
C -0.972 1.578 1.094  -0.038
C 0.866 -1.240 -0.705  -0.391
C 0.180 0.997 0.340  -0.208
H 2.015 -2.605 0.857  -0.052
H -0.760 -0.827 0.613  0.184
H 1.065 1.000 0.892  0.122
H 0.490 1.661 -0.439  0.138
H -1.845 1.803 0.480  0.101
H 1.831 -0.793 -0.954  0.128
H -0.715 2.656 1.308  0.125
H -1.276 -1.295 -1.862  0.185
H -0.090 0.096 -2.203  0.149
H -1.148 1.100 1.950  0.042

***

Relative energy of each structure, in eV: *one* 1.438; *two* 0.000.

***

*one*
Below is BrH2NOS in the gas phase, with properties calculated with the ωB97M-V functional and the def2-TZVPD basis.

Properties
HOMO-LUMO gap	9.546	eV
lowest unoccupied orbital energy	-1.06	eV
structure (SMILES)	N=[S@H](=O)Br
total charge	0

Each line ends with the Löwdin charge.
Cartesian coordinates (Å):
Br 0.713 2.021 0.243  0.344
S 0.092 -0.044 -0.311  0.358
O 1.106 -0.761 -1.283  -0.486
N -0.651 -0.661 0.841  -0.299
H -0.171 -0.839 1.661  -0.015
H -1.090 0.283 -1.150  0.098

***

*two*
Below is 2 unconnected molecules or ions with the total composition BrH2NOS, with properties calculated with the ωB97M-V functional and the def2-TZVPD basis.

Properties
HOMO-LUMO gap (spin up / spin down)	9.620 / 7.972	eV
lowest unoccupied orbital energy (spin up / spin down)	-1.40 / -1.11	eV
total charge	0

Each line ends with the Löwdin charge.
Cartesian coordinates (Å):
Br -2.630 1.508 0.507  0.239
S -1.450 -0.191 -0.142  0.380
O -1.691 -1.353 0.675  -0.620
N 1.814 0.392 -0.145  0.092
H 2.125 0.240 -1.047  -0.073
H 1.832 -0.596 0.152  -0.018

***

*three*
Below is BrH2NOS in the gas phase, with properties calculated with the ωB97M-V functional and the def2-TZVPD basis.

Properties
HOMO-LUMO gap	8.345	eV
lowest unoccupied orbital energy	-1.49	eV
total charge	0

Each line ends with the Löwdin charge.
Cartesian coordinates (Å):
Br -0.370 0.774 3.354  0.264
S 1.071 0.186 1.693  0.585
O 1.961 1.801 1.046  -0.604
N -0.052 0.056 0.454  -0.325
H 0.356 -0.523 -0.245  0.029
H -0.388 0.918 0.064  0.050

***

Relative energy of each structure, in eV: *one* 0.000; *two* 0.233; *three* 0.548.